*a*
Below is a structure of composition H31O16, with properties calculated with ωB97M-V/def2-TZVPD.

E_LUMO	2.671	eV
frontier orbital gap	9.6	eV
total charge	-1
spin multiplicity	1

Geometry (Å):
O 1.3535 2.8885 -3.2112
H 4.4667 -1.8745 1.8641
H 1.6688 -0.7593 3.1162
O -0.5865 5.3841 0.1224
H 1.6680 2.9781 -3.9369
H 1.3131 2.0427 -2.5567
O -0.5247 -3.2161 -3.0890
H -1.3781 4.9198 -0.1798
H 1.4592 0.4342 4.0993
O 1.3636 -0.5321 4.0945
H -0.5128 -0.7749 3.3238
H -0.8397 5.8547 0.8782
O 4.4343 -1.2465 1.2098
H -3.7825 3.4366 -0.0920
H -0.7188 1.9812 -1.4788
O 1.3383 0.6474 -2.0778
H -0.8262 -0.7025 -0.4319
H -0.9742 0.0335 -2.8322
O -0.8620 -2.9540 2.9427
H -1.6754 -3.0377 3.4325
H -0.1902 -2.3825 3.4303
O 2.3788 -2.9444 0.7597
H 1.8997 -3.7461 0.6553
H -0.5011 -2.3761 -3.5804
O 1.4714 1.7075 2.9690
H 1.1002 1.1107 2.3859
O -3.1072 3.3380 0.5151
H 3.9173 -1.5125 0.4902
H -2.6696 2.4832 0.4798
O -0.0658 -0.7534 0.0685
H -1.4530 -3.5514 -3.1471
H 0.4348 -0.1241 -0.5887
O -1.3212 2.3895 -2.1570
H -1.3242 -0.1277 2.2050
H 0.2658 -2.9787 -0.6164
O -3.9284 0.1383 -1.9645
H 0.4146 -0.2659 -2.2762
H 1.9370 0.2649 -2.6643
O 0.0466 -3.9243 -0.3256
H -0.5816 2.7628 -2.7040
H -4.0126 0.1644 -2.9621
O -1.0969 -0.2461 2.9503
H 1.2318 2.5944 2.9943
H 1.7705 -2.3461 0.6857
O -0.7088 -0.7031 -2.4559
H -3.0369 -0.0897 -1.7831
H -0.5507 -4.1971 -1.0193



*b*
Below is a cluster of 16 separate species, H31O16 in total, with properties calculated with ωB97M-V/def2-TZVPD.

E_LUMO	2.313	eV
frontier orbital gap	9.1	eV
total charge	-1
spin multiplicity	1

Geometry (Å):
O 3.3454 -1.0623 0.4888
H -1.6507 2.0697 2.0661
H 1.7084 0.6617 3.9836
O -5.0168 -2.7644 1.5166
H 2.3902 -1.1728 0.3708
H 3.3737 -0.6058 1.3386
O 0.0799 1.4422 -3.1972
H -4.7155 -2.9869 0.6406
H 2.1241 0.0732 5.3479
O 2.1119 -0.1065 4.4041
H -0.0868 4.4611 -2.6281
H -4.6412 -3.3954 2.1277
O -1.7303 2.4268 1.1795
H 0.6941 5.8974 0.8192
H -1.8128 -1.7633 -5.2484
O 0.2742 -1.2219 0.0553
H 0.5578 -0.4410 -0.4851
H 0.2783 -0.5996 2.3979
O 3.3622 2.2629 0.9633
H 4.0089 2.2926 0.2548
H 2.5854 1.8417 0.5165
O 2.5050 -3.8824 1.8699
H 1.9720 -3.1032 2.0933
H 0.6373 0.7501 -3.5580
O 1.2425 1.2611 -0.5430
H -0.5252 0.8856 -0.7872
O 0.1044 5.6053 1.5212
H -0.9514 2.1856 0.6756
H 0.1812 4.6481 1.4681
O -3.6164 -3.5464 -1.2511
H 0.5549 1.8171 -2.4417
H -3.2947 -4.3840 -0.9044
O -1.1290 -2.3968 -5.0154
H 0.4352 3.7697 -1.3813
H -1.8018 0.7913 -1.7740
O -0.8881 -2.3921 -2.2315
H -2.8078 -3.0552 -1.4551
H -0.6011 -1.1363 0.4317
O -1.3594 0.4470 -1.0031
H -1.0330 -2.3345 -4.0511
H -0.9090 -1.5471 -2.6831
O 0.2156 4.6424 -1.7331
H 2.0792 0.9589 -0.9140
H 2.5722 -3.6549 0.9297
O -0.2458 -0.7971 3.1771
H -0.9181 -2.2346 -1.2775
H 0.3409 -0.6068 3.9256



Energy ordering: *b* at the bottom, the next structure 503.9 kJ/mol above.



*a*
Below is the molecule C5H8N2, with properties calculated with ωB97M-V/def2-TZVPD.

E_LUMO (spin up / spin down)	1.053 / -0.262	eV
frontier orbital gap (spin up / spin down)	7.8 / 9.0	eV
spin multiplicity	3

Geometry (Å):
C 0.1307 0.9230 -1.0103
C -0.2283 1.9554 -0.2592
C 0.9920 -0.8079 0.2466
C -1.4076 -0.4965 0.1632
C -0.1457 -0.5065 -0.7337
N 0.4958 -0.2263 1.4291
N -0.8033 0.1631 1.3970
H 0.9818 0.9484 -1.7747
H 0.0472 2.9486 -0.2151
H 1.2368 -1.8598 0.2705
H 1.8873 -0.2667 -0.2484
H -2.2427 -0.0213 -0.3101
H -1.6924 -1.5352 0.3031
H -0.2578 -1.1329 -1.5582
H 1.0063 -0.0855 2.3003



*b*
Below is the molecule C5H8N2, with properties calculated with ωB97M-V/def2-TZVPD.

E_LUMO (spin up / spin down)	0.967 / -0.151	eV
frontier orbital gap (spin up / spin down)	7.3 / 9.6	eV
spin multiplicity	3

Geometry (Å):
C -0.8356 1.1469 0.2244
C -1.6335 0.0225 0.3245
C 0.6182 1.1716 -0.1255
C 0.4751 -1.4216 -0.1193
C -1.1046 -1.2232 0.2674
N 1.6765 0.4062 0.5088
N 1.6740 -0.8664 0.3160
H -1.2745 2.0644 0.2417
H -2.7311 0.2560 0.2702
H 0.5974 0.6805 -1.0973
H 0.6935 2.2580 -0.1536
H 0.7302 -2.4602 -0.2182
H 0.2273 -0.8195 -1.1297
H -1.7508 -2.0358 0.1892
H 2.6381 0.8207 0.5014



Energy ordering: *b* at the bottom, the next structure 32.4 kJ/mol above.



*a*
Below is the molecule C4HNO, with properties calculated with ωB97M-V/def2-TZVPD.

E_LUMO	-1.247	eV
SMILES	N#CC#CC=O
frontier orbital gap	10.1	eV
spin multiplicity	1

Geometry (Å):
O 1.0678 1.5140 -1.6820
C 1.2145 0.4271 -1.1792
C 0.2666 -0.0769 -0.1878
C -0.5652 -0.3862 0.6304
C -1.5815 -0.5819 1.5478
N -2.4592 -0.6595 2.3009
H 2.0570 -0.2365 -1.4301



*b*
Below is the molecule C4HNO, with properties calculated with ωB97M-V/def2-TZVPD.

E_LUMO	-1.616	eV
frontier orbital gap	8.5	eV
spin multiplicity	1

Geometry (Å):
O -1.0133 -0.3576 -0.2328
C -0.1450 0.3060 0.5759
C 1.1639 0.0157 0.1279
C 2.3454 -0.0107 -0.1491
C -2.2790 -0.0797 -0.0074
N -3.4079 0.1444 0.1061
H 3.3790 -0.0433 -0.4200



*c*
Below is the molecule C4HNO, with properties calculated with ωB97M-V/def2-TZVPD.

E_LUMO (spin up / spin down)	-2.187 / -1.952	eV
frontier orbital gap (spin up / spin down)	7.0 / 7.4	eV
spin multiplicity	1

Geometry (Å):
O -0.2285 -0.3055 1.5523
C -0.5007 -0.2656 0.2435
C -0.1035 0.8504 -0.5184
C 0.1637 1.6769 -1.3603
C -0.0663 -1.6177 1.0555
N 0.3192 -2.7248 1.1126
H 0.4102 2.4222 -2.0907



Energy ordering: *a* at the bottom, the next structure 298.6 kJ/mol above.



*a*
Below is a cluster of 3 separate species, C3H9NS2 in total, with properties calculated with ωB97M-V/def2-TZVPD.

E_LUMO	-3.446	eV
frontier orbital gap	5.6	eV
spin multiplicity	1

Geometry (Å):
S 4.1179 0.2013 0.5268
S -2.7076 -1.0146 -1.0155
C -1.3092 0.1236 -0.9340
C -0.7165 0.2572 0.5306
C 0.8166 0.2790 0.5739
N 1.5461 -0.6227 -0.3352
H -3.7838 0.1776 -0.0510
H -1.8568 0.8967 -1.4905
H -0.4923 -0.2556 -1.5523
H -1.0335 -0.7177 0.9317
H -1.1405 1.0697 1.1285
H 1.0253 -0.0681 1.5976
H 1.1653 1.3114 0.4426
H 1.8946 -1.4495 0.1370
H 2.4745 -0.1885 -0.4902



*b*
Below is the molecule C3H9NS2, with properties calculated with ωB97M-V/def2-TZVPD.

E_LUMO	0.600	eV
SMILES	CNCCSS
frontier orbital gap	9.3	eV
spin multiplicity	1

Geometry (Å):
S 3.1796 0.8207 -1.1372
S 1.8565 -0.7077 -1.3662
C 1.2479 -0.9812 0.3374
C 0.0319 -0.1395 0.6765
N -1.0052 -0.2681 -0.3137
C -2.2456 0.3658 0.0338
H 2.3537 1.8619 -1.2672
H 0.9698 -2.0311 0.3658
H 2.0958 -0.8208 0.9966
H 0.3414 0.9103 0.8636
H -0.3792 -0.4806 1.6373
H -0.6674 -0.1028 -1.2492
H -2.9576 0.2360 -0.7780
H -2.1473 1.4403 0.2792
H -2.6743 -0.1032 0.9211



Energy ordering: *b* at the bottom, the next structure 582.6 kJ/mol above.



*a*
Below is a cluster of 2 separate species, C3H9NS2 in total, with properties calculated with ωB97M-V/def2-TZVPD.

E_LUMO	0.425	eV
SMILES	C=C(C)N.SS
frontier orbital gap	8.8	eV
spin multiplicity	1

Geometry (Å):
S -0.8577 1.6594 -0.4570
S 0.4097 1.9566 -2.0685
H -0.5317 0.3666 -0.2960
H 1.0566 3.0161 -1.5656
C 0.5676 -0.8492 2.1367
C 0.1832 -1.9520 1.2010
C 0.4874 -1.9510 -0.0978
N -0.5020 -3.0008 1.8119
H 1.1948 -1.2323 2.9440
H -0.3225 -0.4155 2.5980
H 1.1063 -0.0585 1.6223
H 0.2138 -2.7796 -0.7355
H 1.0742 -1.1484 -0.5155
H -0.9784 -2.7663 2.6680
H -1.0690 -3.5571 1.1923



*b*
Below is a cluster of 2 separate species, C3H9NS2 in total, with properties calculated with ωB97M-V/def2-TZVPD.

E_LUMO	0.603	eV
SMILES	C=CN.CSS
frontier orbital gap	8.5	eV
spin multiplicity	1

Geometry (Å):
C 0.1992 1.9596 1.3464
S -0.4586 2.1812 -0.3517
S -2.5389 2.0279 -0.2211
H -0.4694 2.4098 2.0749
H 1.1928 2.3760 1.3383
H 0.2795 0.8755 1.4113
H -2.6350 0.6902 -0.2703
C -0.1173 -1.6554 0.3111
C 0.2035 -1.2332 -0.9395
N 1.4029 -1.6192 -1.5178
H 0.5930 -1.5702 1.1218
H -1.0648 -2.1253 0.5751
H -0.4874 -0.8599 -1.6922
H 1.9731 -2.1417 -0.8717
H 1.9274 -1.3153 -2.3145



*c*
Below is the molecule C3H9NS2, with properties calculated with ωB97M-V/def2-TZVPD.

E_LUMO	0.368	eV
SMILES	CNCCSS
frontier orbital gap	8.6	eV
spin multiplicity	1

Geometry (Å):
S -0.8578 -2.1302 2.4316
S -1.5866 -1.1107 0.7960
C -0.8011 0.5354 1.0927
C 0.5238 0.6590 0.2929
N 0.2629 0.7489 -1.1677
C 0.6945 -0.2936 -2.2064
H -0.1194 -1.1812 3.0889
H -0.4426 0.6440 2.1198
H -1.4524 1.3531 0.7923
H 0.9873 1.6102 0.5487
H 1.2668 -0.0657 0.6661
H -0.7346 0.5590 -1.1527
H 0.0288 -1.1662 -2.1402
H 0.4846 0.3561 -3.0629
H 1.7458 -0.5180 -2.0992



Energy ordering: *a* at the bottom, the next structure 98.1 kJ/mol above.



*a*
Below is the molecule C4H7NO3, with properties calculated with ωB97M-V/def2-TZVPD.

E_LUMO	0.617	eV
SMILES	C=C(CO)C(=O)NO
frontier orbital gap	10.3	eV
spin multiplicity	1

Geometry (Å):
C -0.7550 -0.8336 1.3383
C 0.1989 -0.4127 0.2709
C 1.4081 -0.8276 0.2642
C -0.5400 0.6698 -0.6215
H -2.4062 -1.1551 0.4478
H -0.3643 -1.3518 2.2354
H -1.3271 0.0287 1.6923
H 2.1920 -0.5355 -0.4246
H 1.6719 -1.5418 1.0123
H -0.4514 2.2265 -1.8300
H 2.0558 1.3950 -1.8222
N 0.1790 1.4852 -1.4284
O -1.6124 -1.6777 0.5384
O -1.7070 0.8031 -0.5445
O 1.4576 1.7274 -1.1285



*b*
Below is the molecule C4H7NO3, with properties calculated with ωB97M-V/def2-TZVPD.

E_LUMO	0.841	eV
SMILES	O=CN1CCOCO1
frontier orbital gap	10.4	eV
spin multiplicity	1

Geometry (Å):
C -0.1315 1.6232 0.0824
C -0.0548 -0.2861 1.5674
C 0.8396 -1.3435 0.9161
C 0.0219 -0.7418 -1.2501
H 0.3733 2.1352 0.9108
H 0.5100 0.4197 2.0780
H -0.8798 -0.7158 2.0831
H 0.2967 -2.2607 1.0194
H 1.8461 -1.4248 1.4385
H -0.2661 -1.5775 -1.8852
H 0.3266 0.1074 -1.7907
N -0.6231 0.3854 0.4612
O -0.2525 2.1077 -1.0425
O 1.1443 -1.0297 -0.3808
O -1.1288 -0.4396 -0.4489



*c*
Below is the molecule C4H7NO3, with properties calculated with ωB97M-V/def2-TZVPD.

E_LUMO	0.634	eV
SMILES	[H]/N=C(/C=C\O)C(O)O
frontier orbital gap	9.9	eV
spin multiplicity	1

Geometry (Å):
C 0.3479 0.6512 0.9597
C -0.8826 0.2325 -0.1023
C 0.2308 -1.7206 -1.1898
C -0.6615 -0.7127 -1.1747
O 1.5997 0.9286 0.3802
O -0.0593 1.8025 1.6315
O 1.1639 -1.9643 -0.2696
N -1.9818 0.8247 0.0150
H 1.7007 0.4423 -0.4536
H 0.2875 2.5633 1.1487
H 1.0467 -1.2947 0.4733
H 0.3953 -0.1196 1.7511
H -1.9974 1.5470 0.7408
H 0.2600 -2.4361 -1.9989
H -1.4498 -0.7443 -1.9115



*d*
Below is a structure of composition C4H7NO3, with properties calculated with ωB97M-V/def2-TZVPD.

E_LUMO	0.587	eV
frontier orbital gap	9.1	eV
spin multiplicity	1

Geometry (Å):
C -2.0154 -0.0974 0.3908
C -0.6370 -0.6690 0.1541
O -0.3896 -1.6856 1.0639
O -0.2407 -0.8924 -1.1083
H 0.2060 -2.3111 0.6291
H -2.7495 -0.8533 0.1123
H -2.1608 0.7809 -0.2361
H -2.1589 0.1516 1.4432
C 2.2477 0.4567 -1.4416
O 0.8439 1.4312 1.2725
N 0.4474 0.4961 0.3152
C 1.1347 0.3015 -0.7709
H 0.0393 1.8551 1.6053
H 3.1959 0.3950 -0.9241
H 2.2370 0.6406 -2.5055



Energy ordering: *c* at the bottom, the next structure 124.0 kJ/mol above.